Formula: C24H67N9O8
Source: OMol25
Level of theory: ωB97M-V/def2-TZVPD

Geometry as ORCA input:
```
! wB97M-V def2-TZVPD RIJCOSX def2/J DEFGRID3
* xyz 0 1
C 5.058 -13.591 10.254
O 6.211 -12.754 10.219
C 7.160 -13.191 9.263
C 8.361 -12.254 9.331
C 9.551 -12.652 8.468
N 8.853 -12.324 10.720
H 4.452 -13.266 9.400
H 4.518 -13.340 11.164
H 5.308 -14.648 10.158
H 7.383 -14.261 9.303
H 6.681 -13.041 8.283
H 8.091 -11.253 8.983
H 10.208 -11.793 8.307
H 9.210 -12.818 7.435
H 10.172 -13.492 8.772
H 8.088 -12.470 11.368
H 9.281 -11.449 11.003
C 17.889 -13.169 3.228
O 18.966 -13.322 4.141
C 19.912 -12.270 4.275
C 21.178 -12.857 4.939
C 20.962 -13.006 6.449
N 22.242 -11.862 4.759
H 17.197 -12.384 3.553
H 17.411 -14.142 3.177
H 18.309 -12.833 2.275
H 20.183 -11.749 3.352
H 19.396 -11.586 4.959
H 21.478 -13.808 4.504
H 21.671 -13.738 6.848
H 20.006 -13.459 6.715
H 21.167 -12.064 6.955
H 22.456 -11.613 3.803
H 21.993 -11.009 5.245
C 18.726 -5.175 6.833
O 19.298 -5.940 5.780
C 18.407 -6.400 4.798
C 17.561 -7.640 5.121
C 16.416 -7.452 6.117
N 18.446 -8.728 5.644
H 19.537 -4.679 7.357
H 18.278 -5.878 7.545
H 17.934 -4.521 6.464
H 17.688 -5.599 4.557
H 18.946 -6.443 3.851
H 17.230 -7.951 4.128
H 16.685 -7.557 7.170
H 15.648 -8.212 5.961
H 15.929 -6.472 6.070
H 17.881 -9.565 5.756
H 18.658 -8.410 6.585
C 17.296 -11.600 7.144
O 16.346 -10.918 6.330
C 15.283 -11.735 5.868
C 14.372 -12.085 7.116
C 13.002 -12.621 6.696
N 14.100 -10.804 7.802
H 18.208 -11.003 7.106
H 17.419 -12.587 6.692
H 17.113 -11.727 8.217
H 14.723 -11.100 5.185
H 15.567 -12.689 5.415
H 14.942 -12.688 7.822
H 12.520 -13.349 7.347
H 13.181 -13.174 5.764
H 12.294 -11.838 6.425
H 15.009 -10.363 7.915
H 13.511 -10.207 7.235
C 15.396 -13.844 14.293
O 16.155 -14.418 13.230
C 16.243 -13.544 12.136
C 17.180 -14.320 11.182
N 16.602 -15.510 10.578
C 15.923 -15.210 9.340
C 15.479 -16.508 8.697
O 14.427 -17.102 9.432
C 13.682 -18.056 8.675
H 15.150 -14.544 15.093
H 14.468 -13.419 13.906
H 15.981 -13.089 14.829
H 16.666 -12.573 12.419
H 15.356 -13.394 11.504
H 18.138 -14.537 11.664
H 17.529 -13.543 10.484
H 15.927 -15.814 11.276
H 16.539 -14.699 8.595
H 15.024 -14.579 9.431
H 16.362 -17.142 8.540
H 15.189 -16.408 7.639
H 12.791 -17.526 8.326
H 13.425 -18.830 9.395
H 14.248 -18.433 7.823
N 14.130 -18.358 3.899
C 14.315 -17.032 4.168
N 13.291 -16.487 4.902
O 15.299 -16.406 3.796
H 14.858 -18.820 3.386
H 13.313 -18.827 4.227
H 12.632 -17.134 5.280
H 13.312 -15.513 5.133
N 14.068 -10.595 10.849
C 13.041 -11.390 11.256
N 12.335 -11.894 10.230
O 12.865 -11.695 12.441
H 14.738 -10.287 11.526
H 14.155 -10.434 9.852
H 12.531 -11.599 9.287
H 11.679 -12.637 10.403
*
```

Properties
SMILES string: COC[C@H](C)N.COC[C@H](C)N.COC[C@H](C)N.COC[C@H](C)N.COCCNCCOC.NC(N)=O.NC(N)=O
Energy: -2049.23464 a.u.
Gap between HOMO and LUMO: 8.958 eV

Formula: C24H68N3O23P2S4Zr
Source: OMol25
Level of theory: ωB97M-V/def2-TZVPD

Geometry as ORCA input:
```
! wB97M-V def2-TZVPD RIJCOSX def2/J DEFGRID3
* xyz 1 1
Zr 0.381 1.694 1.629
C 3.173 -2.068 2.482
C 4.216 -1.316 1.823
C 5.569 -1.432 2.516
O 6.415 -0.435 1.966
C 7.129 0.440 2.831
N 4.375 -1.747 0.350
H 3.605 -1.280 -0.107
H 5.227 -1.485 -0.125
H 4.267 -2.740 0.199
H 3.193 -1.841 3.548
H 3.326 -3.147 2.455
H 2.232 -1.770 2.020
H 3.977 -0.256 1.738
H 6.085 -2.331 2.179
H 5.373 -1.376 3.587
H 7.945 -0.149 3.251
H 6.578 0.787 3.705
H 7.579 1.260 2.270
C 0.708 -3.778 0.396
C 0.937 -4.268 -1.120
C -0.248 -3.994 -2.061
O 0.018 -4.319 -3.444
C -1.111 -3.975 -4.275
N 2.165 -3.581 -1.717
H 3.030 -3.819 -1.251
H 2.361 -3.925 -2.646
H 2.130 -2.576 -1.628
H 0.017 -4.253 1.092
H 0.247 -2.796 0.285
H 1.604 -3.649 1.003
H 1.306 -5.293 -1.125
H -0.480 -2.940 -1.906
H -1.142 -4.514 -1.718
H -1.969 -4.569 -3.959
H -1.019 -4.040 -5.359
H -1.413 -2.935 -4.156
C -4.437 4.447 -1.108
C -4.540 2.949 -0.874
C -3.493 2.019 -1.418
O -3.651 0.632 -1.095
C -2.770 -0.256 -1.617
N -4.688 2.756 0.636
H -5.096 3.578 1.058
H -5.223 1.935 0.881
H -3.725 2.749 0.942
H -5.332 4.946 -0.736
H -4.342 4.703 -2.164
H -3.690 4.974 -0.514
H -5.549 2.700 -1.204
H -2.505 2.352 -1.101
H -3.482 1.873 -2.498
H -2.963 -0.578 -2.640
H -2.929 -1.150 -1.014
H -1.734 0.081 -1.668
P 1.282 -0.033 -0.043
O 0.255 -0.293 1.062
O 0.645 1.315 -0.374
O 1.889 -1.062 -1.014
O 2.130 0.818 0.938
P -1.656 2.721 2.666
O -0.187 3.062 3.077
O -1.354 1.190 2.683
O -1.259 2.830 1.201
O -2.982 3.283 3.198
O 2.620 0.637 5.391
S 1.273 0.392 4.887
O 1.061 0.569 3.412
O 1.012 -1.202 5.186
C -0.040 -1.883 4.471
C 0.223 -3.365 4.429
C -0.073 1.180 5.856
H 0.004 -1.571 3.427
H -1.037 -1.528 4.732
H -0.434 -3.767 3.658
H 0.108 -3.811 5.417
H 1.234 -3.446 4.030
H -1.085 0.980 5.503
H 0.026 2.264 5.919
H 0.030 0.785 6.867
O -5.407 0.241 1.762
S -5.463 -0.645 2.967
O -6.620 -1.547 3.238
O -4.157 -1.729 2.905
C -3.015 -1.216 2.220
C -2.645 -2.470 1.270
C -5.019 0.317 4.513
H -2.349 -0.992 3.053
H -3.288 -0.323 1.657
H -1.736 -2.272 0.703
H -3.468 -2.740 0.609
H -2.467 -3.428 1.759
H -5.965 0.787 4.781
H -4.209 0.940 4.132
H -4.630 -0.373 5.262
O 2.693 5.799 0.334
S 2.073 4.578 -0.119
O 1.470 3.576 0.828
O 0.852 4.974 -1.209
C -0.011 3.945 -1.656
C -0.904 4.652 -2.779
C 3.112 3.594 -1.289
H -0.655 3.570 -0.860
H 0.547 3.155 -2.158
H -1.627 5.357 -2.368
H -1.469 3.920 -3.355
H -0.349 5.232 -3.516
H 2.606 2.641 -1.441
H 4.094 3.494 -0.827
H 3.185 4.201 -2.191
O -0.365 1.886 -5.171
S 0.197 0.524 -5.266
O -0.674 -0.690 -5.585
O 1.436 0.553 -6.429
C 1.467 -0.463 -7.342
C 0.603 -0.145 -8.569
C 1.257 0.172 -3.716
H 1.398 -1.452 -6.888
H 2.519 -0.374 -7.615
H 0.526 -1.073 -9.136
H 1.004 0.686 -9.148
H -0.381 0.168 -8.221
H 1.952 1.009 -3.664
H 1.881 -0.712 -3.849
H 0.680 0.312 -2.802
*
```

Properties
Energy: -5172.40907 a.u.
Gap between HOMO and LUMO: 6.332 eV

Formula: C24H68O10
Source: OMol25
Level of theory: ωB97M-V/def2-TZVPD

Geometry as ORCA input:
```
! wB97M-V def2-TZVPD RIJCOSX def2/J DEFGRID3
* xyz 0 1
C 15.227 -8.666 -11.816
C 16.183 -8.760 -13.028
C 16.028 -7.557 -13.893
O 17.550 -8.827 -12.501
H 15.583 -9.370 -11.065
H 14.226 -8.965 -12.128
H 15.172 -7.715 -11.285
H 16.045 -9.702 -13.559
H 15.523 -6.757 -13.351
H 15.569 -7.766 -14.859
H 16.964 -7.077 -14.177
H 17.545 -9.523 -11.840
C 19.536 -4.266 -11.232
C 20.087 -4.218 -12.641
C 19.191 -4.760 -13.665
O 20.298 -2.822 -12.835
H 20.272 -3.924 -10.505
H 19.404 -5.294 -10.895
H 18.560 -3.816 -11.051
H 21.069 -4.680 -12.744
H 18.993 -5.819 -13.503
H 19.536 -4.549 -14.677
H 18.218 -4.300 -13.496
H 19.613 -2.291 -12.422
C 14.737 -10.346 -5.536
C 13.495 -9.779 -6.249
C 13.851 -9.072 -7.634
O 12.537 -10.877 -6.488
H 15.528 -9.604 -5.430
H 15.101 -11.252 -6.020
H 14.502 -10.576 -4.497
H 12.989 -8.998 -5.682
H 14.365 -9.712 -8.352
H 14.407 -8.156 -7.434
H 12.882 -8.810 -8.060
H 12.949 -11.561 -7.021
C 12.592 -5.400 -5.915
C 11.769 -5.116 -7.202
C 11.729 -3.550 -7.482
O 12.420 -5.697 -8.279
H 13.562 -4.905 -5.855
H 12.813 -6.467 -5.898
H 12.065 -5.113 -5.006
H 10.783 -5.579 -7.166
H 11.134 -3.319 -8.365
H 12.681 -3.022 -7.534
H 11.208 -3.100 -6.637
H 13.267 -5.275 -8.440
C 17.775 -8.652 -9.172
C 18.655 -9.775 -9.682
C 19.165 -10.709 -8.581
O 17.919 -10.629 -10.479
H 16.974 -9.152 -8.628
H 17.455 -7.989 -9.975
H 18.330 -7.952 -8.548
H 19.471 -9.297 -10.225
H 19.834 -10.064 -8.012
H 19.674 -11.591 -8.969
H 18.341 -11.113 -7.992
H 17.401 -11.187 -9.895
C 14.098 -2.469 -10.272
C 15.508 -2.181 -10.773
C 15.611 -2.460 -12.320
O 15.877 -0.888 -10.448
H 13.757 -3.497 -10.391
H 13.316 -1.952 -10.828
H 14.050 -2.243 -9.206
H 16.211 -2.832 -10.255
H 16.641 -2.518 -12.673
H 15.117 -1.659 -12.870
H 15.066 -3.371 -12.569
H 15.963 -0.834 -9.493
C 19.194 -2.276 -6.360
C 18.782 -3.150 -7.516
C 19.637 -4.414 -7.491
O 17.367 -3.496 -7.428
H 18.740 -1.288 -6.433
H 20.279 -2.182 -6.330
H 18.977 -2.649 -5.359
H 18.904 -2.511 -8.391
H 19.397 -5.070 -8.327
H 19.514 -4.971 -6.562
H 20.675 -4.101 -7.607
H 16.881 -2.677 -7.314
C 17.038 -6.770 -5.906
O 16.653 -7.467 -4.728
H 16.350 -6.981 -6.725
H 17.015 -5.697 -5.717
H 18.085 -7.029 -6.063
H 17.467 -7.649 -4.252
C 16.175 -3.213 -4.362
O 16.547 -2.012 -3.723
H 15.460 -3.758 -3.745
H 15.746 -2.956 -5.331
H 16.987 -3.904 -4.584
H 16.402 -1.299 -4.349
C 15.635 -5.553 -9.252
O 15.051 -4.648 -8.271
H 15.819 -6.518 -8.781
H 14.957 -5.618 -10.103
H 16.607 -5.187 -9.582
H 15.787 -4.290 -7.768
*
```

Properties
SMILES string: CC(C)O.CC(C)O.CC(C)O.CC(C)O.CC(C)O.CC(C)O.CC(C)O.CO.CO.CO
Energy: -1707.46485 a.u.
Gap between HOMO and LUMO: 9.326 eV

Formula: C24H69N5O8
Source: OMol25
Level of theory: ωB97M-V/def2-TZVPD

Geometry as ORCA input:
```
! wB97M-V def2-TZVPD RIJCOSX def2/J DEFGRID3
* xyz 0 1
C -6.925 6.284 -2.127
O -5.994 6.192 -1.017
C -5.293 4.929 -0.882
C -4.609 4.796 0.481
C -3.739 3.550 0.594
N -5.616 4.666 1.512
H -7.136 7.305 -2.445
H -7.847 5.782 -1.834
H -6.500 5.699 -2.942
H -6.103 4.199 -0.870
H -4.722 4.655 -1.769
H -4.004 5.654 0.772
H -4.358 2.666 0.747
H -3.029 3.723 1.403
H -3.167 3.457 -0.330
H -5.435 5.303 2.275
H -6.523 5.044 1.275
C 3.946 -2.329 7.600
O 2.843 -1.569 7.310
C 1.751 -2.196 6.657
C 2.055 -2.376 5.151
C 1.974 -1.142 4.345
N 1.016 -3.197 4.677
H 4.662 -2.466 6.790
H 3.792 -3.233 8.188
H 4.507 -1.771 8.350
H 1.512 -3.162 7.100
H 0.935 -1.498 6.843
H 2.980 -2.952 5.120
H 2.863 -0.605 4.676
H 1.135 -0.534 4.683
H 1.968 -1.207 3.257
H 0.987 -3.190 3.668
H 1.155 -4.186 4.823
C 3.524 0.739 0.915
O 3.273 -0.397 0.117
C 3.574 -1.724 0.511
C 3.222 -2.730 -0.608
C 3.812 -2.451 -1.997
N 1.830 -2.858 -0.862
H 3.207 0.693 1.957
H 3.112 1.665 0.514
H 4.600 0.907 0.955
H 4.644 -1.679 0.713
H 2.992 -2.021 1.383
H 3.711 -3.637 -0.254
H 3.514 -3.283 -2.636
H 4.897 -2.482 -2.100
H 3.424 -1.589 -2.540
H 1.783 -3.524 -1.620
H 1.480 -1.975 -1.206
C -1.266 -3.084 -3.678
O -0.207 -4.070 -3.985
C 1.031 -3.450 -4.386
C 1.089 -3.114 -5.890
C 1.070 -4.265 -6.949
N 2.193 -2.271 -6.255
H -1.556 -2.617 -4.619
H -1.114 -2.318 -2.918
H -2.146 -3.596 -3.289
H 1.252 -2.605 -3.734
H 1.834 -4.120 -4.078
H 0.175 -2.611 -6.207
H 1.280 -3.937 -7.967
H 0.124 -4.753 -7.183
H 1.764 -5.035 -6.612
H 2.108 -1.446 -5.678
H 2.171 -1.926 -7.204
C -0.764 1.144 2.417
O -0.658 1.460 1.001
C 0.061 0.490 0.247
C 0.218 0.811 -1.242
C -1.096 0.938 -2.035
N 1.085 -0.068 -1.950
H -1.434 1.899 2.829
H 0.177 1.018 2.952
H -1.368 0.236 2.408
H 1.051 0.440 0.700
H -0.340 -0.504 0.443
H 0.813 1.724 -1.223
H -1.849 0.242 -1.666
H -0.928 1.024 -3.109
H -1.673 1.771 -1.634
H 1.291 0.258 -2.883
H 1.975 -0.049 -1.473
C 4.071 4.636 -2.394
C 2.791 5.080 -1.683
O 1.965 5.700 -2.651
H 4.056 4.324 -3.439
H 4.383 3.817 -1.747
H 4.780 5.433 -2.169
H 2.975 5.807 -0.892
H 2.395 4.266 -1.077
H 1.077 5.976 -2.413
C -3.360 -3.538 1.015
C -2.899 -2.238 1.602
O -3.938 -1.652 2.376
H -4.225 -3.420 0.362
H -3.548 -4.271 1.800
H -2.585 -3.903 0.341
H -2.334 -1.658 0.873
H -2.184 -2.532 2.370
H -4.059 -2.075 3.229
O -3.552 0.827 4.298
H -4.112 1.593 4.174
H -3.744 0.265 3.548
*
```

Properties
SMILES string: COC[C@H](C)N.COC[C@H](C)N.COC[C@H](C)N.COC[C@H](C)N.COC[C@H](C)N.CCO.CCO.O
Energy: -1831.23827 a.u.
Gap between HOMO and LUMO: 9.382 eV

The records above give, respectively, max |F| values of 2.4; 8.5; 3.2; 3.4 eV/Å.